The following is a DFT calculation (the ωB97M-V functional and the def2-TZVPD basis) of a cluster of 2 separate species, C4H9S in total in a non-equilibrium geometry.

Each line ends with the Löwdin spin population.
Geometry (Å):
C -0.9595 -1.4678 0.4116  0.074
C 0.0897 -1.7519 -0.6378  0.252
C 0.8233 -0.4161 -0.8604  0.034
C 2.1217 -0.1260 -0.5707  0.213
H -1.5954 -0.6149 0.0832  0.004
H -1.6025 -2.3350 0.6377  0.058
H -0.4786 -1.1665 1.3645  0.009
H -0.3528 -2.1476 -1.6079  0.098
H 0.8394 -2.5138 -0.2840  0.124
H 0.1936 0.4294 -1.1234  0.002
H 2.4628 0.8942 -0.6791  0.028
H 2.8142 -0.8931 -0.1578  0.098
S -0.8674 1.7442 0.6706  0.006
H -0.8534 3.0117 0.9818  0.001

Properties
**Multiplicity**: 2
**Gap between HOMO and LUMO (spin up / spin down)**: 1.91 / 6.24 eV
**<S²>**: 0.7507
**Net charge**: -2
**E_HOMO (spin up / spin down)**: 4.3796 / 0.0416 eV
**Maximum force**: 1.91 eV/A
**LUMO (spin up / spin down)**: 6.285 / 6.278 eV
**ΔE to the lowest compared entry with this formula, charge and spin**: 0.594 eV



The following is a DFT calculation (the ωB97M-V functional and the def2-TZVPD basis) of an isolated molecule of C4H9NO2 in a non-equilibrium geometry.

Each line ends with the natural charge from an NBO analysis.
Geometry (Å):
C 1.5246 0.3549 -0.7020  -0.284
O 1.3671 -0.0057 0.6888  -0.584
C -0.1039 0.0313 1.4680  -0.147
C -0.8363 -0.1443 0.2322  0.187
C -1.0652 -1.5355 -0.2724  -0.651
N -0.8792 0.8053 -0.6351  -0.146
O -0.6187 2.0534 -0.0537  -0.590
H 2.5701 0.1857 -0.3765  0.244
H 1.2165 -0.3581 -1.4992  0.179
H 1.3931 1.4060 -1.0198  0.190
H -0.1369 1.0102 1.9409  0.227
H -0.2004 -0.7941 2.2003  0.207
H -1.7492 -2.0877 0.3806  0.223
H -0.1216 -2.0980 -0.3132  0.231
H -1.4886 -1.4792 -1.2751  0.235
H -0.8714 2.6554 -0.7640  0.480

Properties
**Gap between HOMO and LUMO**: 10.36 eV
**SMILES**: COC/C(C)=N\O
**E_HOMO**: -9.4155 eV
**Maximum force**: 3.91 eV/A
**LUMO**: 0.948 eV
**ΔE to the lowest compared entry with this formula, charge and spin**: 5.430 eV



The following is a DFT calculation (the ωB97M-V functional and the def2-TZVPD basis) of an isolated molecule of C5H11N3O in a non-equilibrium geometry.

Each line ends with the natural charge from an NBO analysis.
Geometry (Å):
C -1.4321 -0.8478 1.5414  -0.447
N -0.7879 0.4502 1.5921  -0.498
C 0.1013 0.8077 0.7272  0.446
N 0.6115 2.0689 0.9173  -0.815
C 0.6507 0.0068 -0.4531  -0.398
C 1.3126 -1.2994 -0.0268  -0.599
C -0.3581 -0.1979 -1.5690  0.687
N -0.5839 0.8990 -2.3533  -0.824
O -0.9218 -1.2589 -1.8165  -0.609
H -1.9299 -1.0300 0.5870  0.203
H -0.7336 -1.6552 1.7740  0.190
H -2.2078 -0.8818 2.3140  0.199
H 0.3266 2.4294 1.8254  0.399
H 1.6070 2.1768 0.7619  0.372
H 1.4576 0.6153 -0.8888  0.222
H 2.0255 -1.6226 -0.7943  0.217
H 1.8596 -1.1837 0.9143  0.214
H 0.5963 -2.1177 0.0888  0.238
H -0.2998 1.8281 -2.0722  0.398
H -1.2939 0.8128 -3.0694  0.406

Properties
**Gap between HOMO and LUMO**: 9.75 eV
**SMILES**: C/N=C(/N)[C@@H](C)C(N)=O
**E_HOMO**: -8.9519 eV
**Maximum force**: 2.45 eV/A
**LUMO**: 0.800 eV
**ΔE to the lowest compared entry with this formula, charge and spin**: 0.168 eV



The following is a DFT calculation (the ωB97M-V functional and the def2-TZVPD basis) of an isolated molecule of C5H7N.

Each line ends with the natural charge from an NBO analysis.
Geometry (Å):
C -1.4334 0.5312 1.0361  -0.632
C -0.0913 0.5084 0.3768  0.106
C 0.9891 -0.2588 0.7516  -0.289
C 1.5466 -0.8179 -0.4301  -0.307
C 0.8347 -0.3191 -1.4947  -0.074
N -0.1172 0.5240 -0.9958  -0.508
H -2.0853 1.3607 0.7446  0.208
H -1.8986 -0.3962 0.6728  0.213
H -1.3766 0.4577 2.1222  0.226
H 1.2775 -0.4709 1.7748  0.218
H 2.3110 -1.5800 -0.4794  0.222
H 0.8733 -0.5359 -2.5514  0.210
H -0.8297 0.9968 -1.5275  0.406

Properties
**Gap between HOMO and LUMO**: 8.95 eV
**SMILES**: Cc1ccc[nH]1
**E_HOMO**: -7.8972 eV
**Maximum force**: 0.42 eV/A
**LUMO**: 1.049 eV
**ΔE to the lowest compared entry with this formula, charge and spin**: 0.549 eV



The following is a DFT calculation (the ωB97M-V functional and the def2-TZVPD basis) of a cluster of 2 separate species, C3H13N2O in total in a non-equilibrium geometry.

Each line ends with the natural charge from an NBO analysis.
Geometry (Å):
N -1.4211 0.1953 -0.5543  -0.677
C -0.2906 -0.7812 -0.2410  -0.042
C 0.4081 -1.1557 -1.5536  -0.634
C 0.6522 -0.1910 0.7924  -0.237
N 1.2990 -1.3136 1.4723  -0.837
H -1.9827 0.3792 0.2845  0.438
H -1.0992 1.0867 -0.9393  0.460
H -2.0886 -0.1793 -1.2445  0.436
H -0.7872 -1.6598 0.1734  0.235
H 0.4918 -0.2641 -2.1860  0.216
H 1.4397 -1.4040 -1.3238  0.243
H -0.0672 -1.9737 -2.0595  0.240
H 0.0870 0.3599 1.5318  0.203
H 1.3630 0.4715 0.3095  0.195
H 1.5937 -1.0644 2.4060  0.384
H 2.1143 -1.6548 0.9763  0.370
H -1.0451 2.8903 1.3172  0.488
H -0.0920 3.5436 0.3467  0.501
O -0.5750 2.7151 0.4918  -0.982

Properties
**Gap between HOMO and LUMO**: 9.92 eV
**Net charge**: +1
**E_HOMO**: -13.2457 eV
**Maximum force**: 1.23 eV/A
**LUMO**: -3.328 eV
**ΔE to the lowest compared entry with this formula, charge and spin**: 0.560 eV



The following is a DFT calculation (the ωB97M-V functional and the def2-TZVPD basis) of a structure of composition C30H41N3O10P2S3Tl.

Each line ends with the Löwdin charge.
Geometry (Å):
Tl -0.5849 1.1703 0.8394  0.808
C -0.1586 6.8385 0.5542  -0.072
C -0.8042 5.4471 0.5678  -0.578
O -2.2230 5.6365 0.3311  -0.080
P -0.6708 4.5889 2.1678  0.399
O 0.8311 4.1374 2.2414  -0.151
O -0.6580 5.6594 3.3681  -0.124
O -1.7691 3.6416 2.3611  -0.333
P -0.1664 4.4528 -0.8807  0.309
O 1.4099 4.2277 -0.3670  -0.184
O -0.1172 5.2846 -2.0853  -0.293
O -0.9103 3.1609 -0.8331  -0.412
H -0.5722 7.4177 1.3879  0.073
H -0.4013 7.2821 -0.4016  0.075
H 0.9174 6.8170 0.6710  0.081
H -2.6099 4.7441 0.4465  0.079
H 1.1875 4.0698 1.3001  0.048
H -1.5604 5.7925 3.6895  0.084
H 1.7472 3.4164 -0.7707  0.046
C 1.7841 -0.2447 6.0002  -0.525
C 2.4958 0.5177 4.8802  -0.535
S 1.6639 0.5797 3.2747  0.785
C 1.6969 -1.1523 2.7293  -0.534
C 0.7094 -2.1193 3.3706  -0.517
S -1.0241 -1.6153 3.1393  0.845
C -1.7246 -1.4345 4.8140  -0.530
C -0.8551 -1.3289 6.0385  -0.548
S 0.0347 0.2426 6.2761  0.863
H 2.3184 -0.1095 6.9403  0.061
H 1.7629 -1.3296 5.8493  0.049
H 3.5133 0.1684 4.7377  0.070
H 2.5873 1.5640 5.1410  0.064
H 2.7186 -1.5248 2.7960  0.079
H 1.5191 -1.1008 1.6456  0.047
H 0.9066 -2.2922 4.4190  0.030
H 0.8412 -3.1180 2.9311  0.073
H -2.4098 -2.2785 4.9440  0.065
H -2.3630 -0.5523 4.7060  0.072
H -0.0969 -2.1052 6.0873  0.052
H -1.4536 -1.5056 6.9280  0.065
C 2.1156 -3.4990 -1.7883  -0.069
O 0.7806 -3.1710 -2.0884  -0.079
C 0.3190 -3.4621 -3.3343  -0.222
C 0.9106 -4.3965 -4.1637  -0.019
C 0.2770 -4.7906 -5.3415  -0.095
C -0.9088 -4.1983 -5.7290  -0.098
C -1.4436 -3.1822 -4.9361  -0.019
C -0.8547 -2.8194 -3.7412  -0.176
N -1.5116 -1.8512 -2.9371  0.144
C -0.8694 -0.9137 -2.1216  -0.350
N 0.2233 -0.3030 -2.6792  0.161
C 1.3908 0.2149 -2.0386  -0.198
C 1.4301 0.6875 -0.7220  -0.174
C 2.6507 1.2506 -0.3146  -0.207
C 3.7402 1.3600 -1.1559  -0.120
C 3.7077 0.8438 -2.4483  -0.050
C 2.5219 0.2626 -2.8757  -0.214
O 2.3933 -0.2996 -4.1505  -0.120
C 3.4250 -0.0541 -5.0637  -0.109
N -1.4081 -0.5591 -1.0011  0.066
C -2.4401 -1.3480 -0.4776  -0.263
C -2.1681 -2.5827 0.1062  -0.073
C -3.1511 -3.3458 0.7118  -0.118
C -4.4508 -2.8576 0.7443  -0.104
C -4.7537 -1.6406 0.1540  -0.013
C -3.7688 -0.8796 -0.4570  -0.246
O -4.2068 0.2151 -1.1284  -0.090
C -3.5117 1.4633 -0.9809  -0.079
H 2.3194 -3.0571 -0.8166  0.094
H 2.8004 -3.0535 -2.5248  0.104
H 2.2701 -4.5814 -1.7528  0.087
H 1.8273 -4.8923 -3.8642  0.103
H 0.7169 -5.5509 -5.9660  0.096
H -1.4327 -4.5033 -6.6248  0.096
H -2.3406 -2.6685 -5.2416  0.114
H -2.3953 -2.1841 -2.5515  0.148
H 0.3698 -0.6036 -3.6311  0.127
H 2.7410 1.6810 0.6887  0.064
H 4.6597 1.8282 -0.8190  0.094
H 4.5746 0.9163 -3.0854  0.089
H 3.1790 -0.6109 -5.9565  0.084
H 4.3923 -0.4098 -4.7017  0.082
H 3.4893 1.0169 -5.2994  0.103
H -1.1388 -2.9269 0.0765  0.114
H -2.8895 -4.2812 1.1891  0.096
H -5.2231 -3.4506 1.2305  0.095
H -5.7650 -1.2542 0.1722  0.115
H -4.2122 2.2324 -1.3152  0.094
H -2.5953 1.5244 -1.5755  0.063
H -3.2977 1.6392 0.0921  0.067

Properties
**Gap between HOMO and LUMO**: 6.05 eV
**Net charge**: -1
**E_HOMO**: -4.0221 eV
**Maximum force**: 0.90 eV/A
**LUMO**: 2.031 eV
**ΔE to the lowest compared entry with this formula, charge and spin**: 0.000 eV